Record 1
The following is a DFT calculation (the ωB97M-V functional and the def2-TZVPD basis) of a 2-piece molecular cluster, C15H18O2 overall.

Properties
**Expectation value of S²**: 0.768
**E_HOMO (spin up / spin down)**: -11.60 / -11.59 eV
**Net charge**: +1
**HOMO-LUMO gap (spin up / spin down)**: 8.122 / 4.414 eV
**Electronic energy**: -732.54986 Ha
**Multiplicity**: 2

Geometry (Å):
C -0.475 -1.259 -3.051
C -1.607 1.512 -0.667
C -0.997 0.841 -1.675
C -2.564 0.768 0.095
C -1.234 -0.502 -2.038
C -2.838 -0.592 -0.189
C -2.180 -1.197 -1.223
O -3.240 1.386 1.022
H -1.220 2.482 -0.401
H -0.290 1.399 -2.276
H -3.007 2.330 1.082
H -3.649 -1.148 0.245
H -0.353 -0.608 -3.926
H -0.944 -2.187 -3.342
H -2.306 -2.269 -1.330
H 0.550 -1.380 -2.685
C -0.045 -0.840 2.089
C 0.595 -2.083 2.731
C 0.916 -0.039 1.239
C 1.127 1.298 1.559
C 1.518 -0.617 0.130
C 2.052 2.040 0.844
C 2.483 0.102 -0.572
C 2.623 1.452 -0.284
O 3.159 2.204 -1.318
H -0.955 -1.093 1.541
H -0.372 -0.273 2.926
H 1.594 -1.838 3.036
H 0.665 1.736 2.431
H 1.261 -1.647 -0.086
H 2.304 3.084 0.985
H 2.846 -0.379 -1.471
H 3.947 2.692 -1.042
H 0.677 -2.955 2.077
H -0.040 -2.420 3.543

Record 2
The following is a DFT calculation (the ωB97M-V functional and the def2-TZVPD basis) of a 3-piece molecular cluster, C22H45N2O13P2S2 overall.

Properties
**E_HOMO**: -5.86 eV
**Net charge**: -1
**HOMO-LUMO gap**: 7.539 eV
**Electronic energy**: -3432.21024 Ha
**Multiplicity**: 1

Geometry (Å):
O 0.423 0.909 -0.004
C -0.066 -0.193 -0.176
O 0.437 -1.216 -0.623
O -1.461 -0.424 0.221
C -2.029 0.441 1.086
O -2.318 1.581 0.822
N -2.338 -0.110 2.366
C -1.657 -1.385 2.622
C -0.195 -1.145 3.013
C 0.386 -2.397 3.698
S 1.684 -3.194 2.681
C 1.057 -4.789 2.086
S 1.105 -6.074 3.062
N 0.551 -4.873 0.778
C 1.491 -4.401 -0.251
C 0.710 -4.401 -1.584
O -0.342 -5.345 -1.484
C -1.370 -4.820 -0.676
C -0.743 -4.213 0.609
H -3.342 -0.205 2.436
H -2.132 -1.839 3.499
H -1.752 -2.113 1.822
H 0.399 -0.900 2.136
H -0.222 -0.340 3.749
H -0.393 -3.139 3.885
H 0.826 -2.164 4.665
H 1.905 -3.411 -0.038
H 2.310 -5.124 -0.298
H 0.339 -3.386 -1.757
H 1.353 -4.698 -2.410
H -2.049 -5.638 -0.441
H -1.921 -4.012 -1.173
H -1.364 -4.392 1.488
H -0.644 -3.136 0.432
O 7.440 1.138 1.301
P 6.707 0.302 2.267
O 6.371 1.213 3.566
C 6.130 2.614 3.449
C 4.663 2.934 3.238
O 7.830 -0.708 2.862
C 9.166 -0.703 2.376
C 10.041 0.224 3.195
O 5.602 -0.817 2.427
C 4.198 -0.514 2.545
C 3.588 -0.093 1.224
H 6.729 3.052 2.648
H 6.471 3.063 4.383
H 4.284 2.468 2.328
H 4.518 4.012 3.157
H 4.060 2.571 4.072
H 9.198 -0.444 1.319
H 9.532 -1.728 2.467
H 9.632 1.235 3.212
H 11.052 0.263 2.787
H 10.094 -0.119 4.230
H 4.028 0.227 3.327
H 3.719 -1.431 2.883
H 4.122 0.763 0.797
H 2.537 0.176 1.339
H 3.647 -0.905 0.499
O -4.430 3.143 -4.838
P -5.500 2.330 -4.235
O -6.213 3.224 -3.081
C -6.289 4.641 -3.178
C -7.552 5.111 -3.874
O -4.758 1.203 -3.375
C -3.325 1.074 -3.352
C -2.719 1.859 -2.211
O -6.700 1.315 -4.541
C -8.014 1.747 -4.889
C -8.096 2.263 -6.313
H -5.411 5.050 -3.679
H -6.276 5.020 -2.155
H -7.609 4.717 -4.891
H -7.576 6.200 -3.927
H -8.442 4.776 -3.338
H -2.898 1.363 -4.312
H -3.117 0.012 -3.217
H -3.006 2.912 -2.257
H -1.631 1.793 -2.230
H -3.067 1.480 -1.257
H -8.381 2.480 -4.170
H -8.651 0.868 -4.785
H -7.383 3.074 -6.482
H -9.101 2.627 -6.530
H -7.857 1.468 -7.020

Record 3
The following is a DFT calculation (the ωB97M-V functional and the def2-TZVPD basis) of C16H26F3O12PSSc as an isolated structure.

Properties
**E_HOMO**: -5.97 eV
**Net charge**: -1
**HOMO-LUMO gap**: 8.317 eV
**Electronic energy**: -3328.43188 Ha
**Multiplicity**: 1

Geometry (Å):
Sc -1.225 0.071 0.894
O -0.007 -4.074 1.731
C -0.472 -2.833 1.796
O -0.279 -2.023 0.913
C -1.276 -2.554 3.038
O -1.568 -1.192 3.176
C -0.712 -0.477 4.079
C 0.586 -0.055 3.382
O 1.666 -0.202 3.933
O 0.386 0.440 2.213
H 0.385 -4.183 0.851
H -0.751 -2.961 3.907
H -2.214 -3.101 2.907
H -0.508 -1.081 4.965
H -1.273 0.416 4.352
O -4.041 2.871 1.412
C -3.133 2.177 1.031
O -2.306 1.496 1.791
C -2.800 1.995 -0.494
O -3.346 2.633 -1.359
O -1.855 1.106 -0.682
C 3.957 -0.199 -1.341
C 2.901 -0.112 -0.237
C 2.727 -1.484 0.411
P 1.264 0.675 -0.691
C 1.611 2.442 -0.227
C 0.354 3.304 -0.126
C 2.693 3.142 -1.049
C 1.206 0.592 -2.535
C 0.237 1.605 -3.145
C 0.786 -0.826 -2.933
H 4.900 -0.551 -0.916
H 4.154 0.751 -1.836
H 3.667 -0.913 -2.114
H 3.280 0.553 0.546
H 2.249 -2.188 -0.275
H 2.127 -1.414 1.316
H 3.706 -1.891 0.678
H 1.983 2.318 0.797
H -0.187 3.384 -1.069
H 0.642 4.311 0.188
H -0.341 2.919 0.621
H 2.434 3.190 -2.109
H 3.659 2.647 -0.961
H 2.820 4.170 -0.701
H 2.207 0.793 -2.927
H -0.755 1.528 -2.703
H 0.150 1.413 -4.218
H 0.579 2.634 -3.022
H -0.240 -1.024 -2.620
H 1.421 -1.596 -2.490
H 0.838 -0.936 -4.019
F -5.172 -3.108 -1.663
C -4.873 -2.153 -0.770
F -5.687 -2.299 0.277
F -5.101 -0.970 -1.328
S -3.112 -2.307 -0.267
O -3.004 -3.589 0.381
O -2.343 -2.095 -1.462
O -2.996 -1.181 0.698

Record 4
The following is a DFT calculation (the ωB97M-V functional and the def2-TZVPD basis) of a 4-piece molecular cluster, C21H37NO6Si overall.

Properties
**E_HOMO**: -8.01 eV
**Net charge**: 0
**HOMO-LUMO gap**: 7.530 eV
**Electronic energy**: -1617.60250 Ha
**Multiplicity**: 1
**SMILES string**: CCCCO[Si@@H](Cc1cccc(C)c1)ON=O.CC(C)=O.CC(C)=O.CC(C)=O

Geometry (Å):
C 2.842 -1.785 -0.024
C 3.897 -0.637 -0.533
C 3.396 0.922 -0.197
C 2.058 0.953 0.749
O 1.658 2.288 1.223
Si -0.080 2.180 1.550
C -0.677 0.465 2.170
C -1.804 -0.281 1.257
C -2.609 -1.557 1.979
C -3.787 -2.391 1.134
C -4.246 -2.007 -0.409
C -3.431 -0.754 -1.126
C -3.762 -0.237 -2.680
C -2.233 0.055 -0.284
O -0.644 3.437 2.690
N -1.695 4.050 2.063
O -2.621 3.233 1.921
H 1.778 -1.635 -0.521
H 2.640 -1.771 1.149
H 3.184 -2.886 -0.270
H 4.906 -0.803 0.040
H 3.994 -0.771 -1.711
H 3.164 1.391 -1.269
H 4.231 1.555 0.335
H 2.182 0.282 1.729
H 1.160 0.566 0.065
H -0.741 2.511 0.261
H 0.184 -0.325 2.371
H -1.175 0.647 3.240
H -2.392 -1.943 3.062
H -4.327 -3.307 1.667
H -5.105 -2.573 -1.002
H -2.702 -0.190 -3.226
H -4.147 0.890 -2.651
H -4.529 -0.936 -3.229
H -1.693 0.908 -0.872
C -5.356 1.646 -5.488
C -6.330 0.515 -5.299
C -7.752 0.743 -5.738
O -5.978 -0.556 -4.806
H -4.368 1.339 -5.127
H -5.278 1.897 -6.549
H -5.682 2.517 -4.914
H -7.781 0.953 -6.810
H -8.185 1.574 -5.175
H -8.341 -0.159 -5.541
C 1.575 2.964 7.404
C 0.863 1.801 6.766
C -0.116 2.107 5.664
O 1.073 0.646 7.131
H 2.250 2.593 8.182
H 2.166 3.495 6.653
H 0.848 3.638 7.863
H 0.399 2.600 4.836
H -0.918 2.743 6.046
H -0.554 1.172 5.298
C 6.869 -3.343 -3.388
C 6.473 -3.440 -1.939
C 7.574 -3.378 -0.914
O 5.296 -3.564 -1.605
H 5.972 -3.402 -4.014
H 7.363 -2.387 -3.576
H 7.532 -4.172 -3.648
H 8.100 -2.423 -0.991
H 8.268 -4.208 -1.064
H 7.141 -3.459 0.089

Record 5
The following is a DFT calculation (the ωB97M-V functional and the def2-TZVPD basis) of C31H62O13 as an isolated structure.

Properties
**E_HOMO**: -9.29 eV
**Net charge**: 0
**HOMO-LUMO gap**: 9.306 eV
**Electronic energy**: -2196.08584 Ha
**Multiplicity**: 1

Geometry (Å):
O 0.371 -5.004 -2.357
C -0.585 -4.406 -1.838
O -1.001 -3.232 -2.130
C -0.612 -2.588 -3.353
C -1.257 -1.198 -3.527
C -1.123 -4.931 -0.534
H -0.851 -3.268 -4.222
H 0.356 -2.539 -3.422
H -0.937 -0.892 -4.602
H -0.993 -0.618 -2.669
H -2.262 -1.195 -3.411
H -2.006 -4.499 -0.311
H -0.279 -4.740 0.218
H -1.186 -5.957 -0.405
O 5.175 -5.907 -4.118
C 5.790 -4.928 -3.538
O 5.300 -4.098 -2.773
C 3.802 -4.046 -2.640
C 3.426 -2.977 -1.532
C 7.178 -4.684 -3.688
H 3.628 -5.036 -2.393
H 3.319 -3.980 -3.570
H 3.954 -3.190 -0.680
H 2.414 -3.146 -1.276
H 3.654 -2.052 -1.999
H 7.685 -4.946 -2.728
H 7.492 -3.657 -3.729
H 7.477 -5.262 -4.649
O -5.202 1.896 1.390
C -4.112 1.307 1.692
O -3.673 0.261 1.114
C -4.604 -0.426 0.204
C -3.791 -1.693 -0.175
C -3.300 1.784 2.735
H -4.845 0.153 -0.624
H -5.488 -0.756 0.791
H -2.967 -1.438 -0.655
H -4.430 -2.339 -0.653
H -3.475 -2.126 0.831
H -3.010 1.107 3.443
H -3.723 2.546 3.251
H -2.433 2.174 2.234
O -2.896 -4.251 3.065
C -2.906 -3.161 3.541
O -1.824 -2.386 3.666
C -0.510 -2.880 3.183
C 0.487 -2.315 4.322
C -4.053 -2.455 3.961
H -0.069 -2.642 2.220
H -0.410 -3.886 3.182
H 0.120 -2.535 5.347
H 0.646 -1.424 3.988
H 1.365 -2.605 4.319
H -4.866 -3.110 3.862
H -4.316 -1.696 3.235
H -4.159 -2.407 5.039
C -1.096 4.910 0.366
C -0.184 4.955 1.726
O -0.479 4.084 2.703
C 0.972 5.881 1.703
H -1.783 5.779 0.465
H -1.699 3.946 0.535
H -0.379 4.830 -0.515
H 1.683 5.578 0.958
H 1.477 5.949 2.594
H 0.536 6.973 1.529
C 1.981 5.106 -3.096
C 1.982 3.668 -2.642
O 1.707 3.438 -1.445
C 2.521 2.582 -3.515
H 1.277 5.546 -3.845
H 2.810 5.115 -3.822
H 2.055 5.918 -2.219
H 2.580 1.473 -2.890
H 3.352 2.831 -4.019
H 1.719 2.380 -4.245
C -3.705 3.426 -1.647
C -2.649 2.508 -2.170
O -2.018 1.741 -1.469
C -2.446 2.529 -3.703
H -3.494 4.410 -1.833
H -3.623 3.177 -0.621
H -4.769 3.241 -2.021
H -1.931 3.768 -4.033
H -3.467 2.192 -4.148
H -1.754 1.714 -3.998
C -0.176 0.875 1.378
C 0.895 -0.052 0.660
O 1.755 -0.605 1.506
C 0.899 -0.209 -0.861
H -1.083 0.410 0.998
H -0.121 1.920 1.085
H -0.253 0.744 2.431
H 0.679 0.694 -1.572
H 0.251 -0.954 -1.046
H 1.812 -0.706 -1.121
C 2.303 2.693 3.768
C 1.828 1.662 4.741
O 0.546 1.656 5.117
C 2.915 0.668 5.145
H 1.754 3.614 3.697
H 2.546 2.118 2.749
H 3.408 2.962 4.012
H 3.192 -0.121 4.363
H 2.481 0.208 5.973
H 3.709 1.052 5.664

Record 6
The following is a DFT calculation (the ωB97M-V functional and the def2-TZVPD basis) of a 6-piece molecular cluster, C11H32ClO9 overall.

Properties
**E_HOMO**: -6.90 eV
**Net charge**: -1
**HOMO-LUMO gap**: 9.971 eV
**Electronic energy**: -1575.44041 Ha
**Multiplicity**: 1

Geometry (Å):
Cl -15.901 4.775 10.614
O -15.373 4.844 11.961
O -17.340 4.734 10.719
O -15.548 5.928 9.806
O -15.397 3.581 9.982
C -16.877 -0.013 10.310
C -18.122 0.887 10.510
C -19.277 0.086 11.043
O -17.765 1.781 11.565
H -16.053 0.629 9.999
H -17.033 -0.729 9.489
H -16.647 -0.576 11.212
H -18.289 1.333 9.523
H -20.181 0.659 11.246
H -18.948 -0.437 11.942
H -19.560 -0.697 10.330
H -17.133 2.438 11.236
C -15.459 3.062 6.020
C -14.805 4.360 6.471
C -13.833 4.981 5.457
O -15.870 5.302 6.646
H -16.138 3.245 5.183
H -16.069 2.667 6.832
H -14.734 2.318 5.683
H -14.349 4.259 7.457
H -13.217 5.690 6.014
H -14.284 5.557 4.646
H -13.219 4.258 4.909
H -15.790 5.715 7.514
C -12.455 9.630 11.524
C -12.789 8.171 11.193
C -11.762 7.171 11.757
O -14.112 7.890 11.624
H -11.413 9.796 11.261
H -12.735 9.894 12.545
H -13.142 10.244 10.936
H -12.715 8.069 10.098
H -10.781 7.504 11.417
H -12.007 6.160 11.434
H -11.789 7.248 12.846
H -14.144 6.928 11.496
C -18.540 8.495 10.230
O -17.241 8.632 10.815
H -18.842 7.449 10.221
H -19.266 9.126 10.747
H -18.536 8.898 9.209
H -16.850 7.782 10.570
C -16.600 6.519 15.193
O -15.939 7.005 14.031
H -17.683 6.498 15.039
H -16.221 5.538 15.484
H -16.386 7.263 15.965
H -15.629 6.259 13.502

Record 7
The following is a DFT calculation (the ωB97M-V functional and the def2-TZVPD basis) of one molecule with the formula C10H16N6S.

Properties
**E_HOMO**: -8.25 eV
**Net charge**: 0
**HOMO-LUMO gap**: 8.751 eV
**Electronic energy**: -1117.24862 Ha
**Multiplicity**: 1
**SMILES string**: CN/C(=N\CCSCc1nccn1C)NC#N

Geometry (Å):
C 3.008 -1.103 1.936
N 1.890 -0.129 1.910
C 2.146 1.192 1.863
N 1.470 1.856 1.025
C 0.197 1.444 0.444
C 0.404 1.481 -1.043
S 0.750 -0.276 -1.403
C -0.569 -0.604 -2.730
C -2.001 -0.285 -2.152
N -2.870 0.671 -2.517
C -4.070 0.397 -1.977
C -3.946 -0.659 -1.114
N -2.633 -1.121 -1.200
C -2.233 -2.387 -0.724
N 3.093 1.846 2.506
C 3.434 1.474 3.762
N 3.782 1.243 4.868
H 3.151 -1.330 0.917
H 3.997 -0.740 2.305
H 2.921 -1.994 2.525
H 1.292 -0.324 1.014
H -0.455 2.260 0.735
H -0.118 0.544 0.973
H -0.436 1.844 -1.648
H 1.320 2.113 -1.279
H -0.444 0.004 -3.735
H -0.376 -1.637 -3.165
H -4.980 0.853 -2.157
H -4.672 -1.182 -0.593
H -1.141 -2.396 -0.781
H -2.579 -3.262 -1.204
H -2.507 -2.667 0.255
H 3.173 2.874 2.388

Record 8
The following is a DFT calculation (the ωB97M-V functional and the def2-TZVPD basis) of one molecule with the formula C4H8N2S.

Properties
**E_HOMO**: -7.93 eV
**Net charge**: 0
**HOMO-LUMO gap**: 8.575 eV
**Electronic energy**: -664.79468 Ha
**Multiplicity**: 1

Geometry (Å):
C -1.163 -1.468 0.167
C -2.036 -2.537 -0.262
C 1.720 0.996 -0.593
C 1.280 2.171 0.256
N -0.892 -0.525 0.810
N -0.354 0.353 1.478
S -0.428 1.945 0.892
H -3.085 -2.245 -0.167
H -1.855 -3.417 0.354
H -1.838 -2.795 -1.303
H 2.690 1.195 -1.041
H 1.799 0.101 0.022
H 0.997 0.810 -1.384
H 1.211 3.089 -0.329
H 1.952 2.327 1.100

Record 9
The following is a DFT calculation (the ωB97M-V functional and the def2-TZVPD basis) of one molecule with the formula C2H4ClNOS.

Properties
**E_HOMO**: -9.35 eV
**Net charge**: 0
**HOMO-LUMO gap**: 9.213 eV
**Electronic energy**: -1066.93244 Ha
**Multiplicity**: 1
**SMILES string**: CN(C=O)SCl

Geometry (Å):
C -0.513 1.091 0.139
N 0.320 -0.078 -0.020
C -0.578 -1.457 -0.213
O -1.716 -1.405 0.040
S 1.771 0.055 -0.822
Cl 2.964 0.051 0.914
H 0.008 2.032 0.045
H -1.354 1.105 -0.661
H -1.064 0.850 1.138
H 0.163 -2.245 -0.561

Record 10
The following is a DFT calculation (the ωB97M-V functional and the def2-TZVPD basis) of C5H10O2 as an isolated structure.

Properties
**E_HOMO**: -9.30 eV
**Net charge**: 0
**HOMO-LUMO gap**: 10.133 eV
**Electronic energy**: -346.89543 Ha
**Multiplicity**: 1

Geometry (Å):
C -2.277 -0.582 -0.065
C -1.189 0.408 -0.459
C 0.221 -0.086 -0.279
O 0.445 -1.357 -0.451
C 1.416 0.819 -0.430
C 1.869 0.232 0.909
O 2.397 -0.940 0.856
H -3.262 -0.152 -0.267
H -2.185 -1.512 -0.632
H -2.226 -0.829 1.000
H -1.261 0.636 -1.533
H -1.306 1.363 0.063
H 0.547 0.099 1.217
H 1.433 -1.480 0.007
H 1.156 1.878 -0.379
H 2.070 0.582 -1.272
H 2.151 0.922 1.716

Record 11
The following is a DFT calculation (the ωB97M-V functional and the def2-TZVPD basis) of one molecule with the formula C5H12N2.

Properties
**E_HOMO**: -7.95 eV
**Net charge**: 0
**HOMO-LUMO gap**: 8.970 eV
**Electronic energy**: -307.20260 Ha
**Multiplicity**: 1
**SMILES string**: C=C(N)C[C@@H](C)N

Geometry (Å):
C -0.205 1.663 1.895
C -0.574 0.617 1.146
N -1.887 0.274 0.936
C 0.480 -0.342 0.645
C 0.261 -0.839 -0.807
C 0.160 0.319 -1.783
N 1.250 -1.803 -1.259
H -0.866 2.319 2.447
H 0.850 1.851 2.033
H -2.608 0.948 1.126
H -2.156 -0.510 0.361
H 0.453 -1.228 1.269
H 1.439 0.161 0.698
H -0.701 -1.362 -0.804
H 1.048 0.958 -1.635
H 0.268 -0.020 -2.812
H -0.703 0.938 -1.558
H 2.177 -1.390 -1.321
H 1.315 -2.555 -0.578

We obtain maximum force values of 2.0, 5.3, 0.5, 4.9, 9.9, 2.0, 5.6, 2.4, 4.9, 0.3, 1.4 eV/A for the records listed above, in that order.